# C18H52BF4N10O10Zn

C18H52BF4N10O10Zn as an isolated structure in a non-equilibrium geometry (ωB97M-V with the def2-TZVPD basis set, the OMol25 dataset).

```
! RIJCOSX wB97M-V def2-TZVPD def2/J DEFGRID3
* xyz 1 1
Zn -2.054 -0.305 -0.828
B -4.782 -0.321 0.890
F -4.530 -1.376 1.696
F -5.454 0.695 1.579
F -3.661 0.088 0.409
F -5.432 -0.770 -0.261
C -2.812 -3.384 -0.088
O -2.521 -2.302 -0.634
N -1.970 -4.284 0.240
N -4.034 -3.738 0.197
H -2.319 -5.095 0.730
H -0.968 -4.161 0.220
H -4.730 -3.014 0.304
H -4.185 -4.559 0.766
C -4.636 3.139 -2.021
O -3.845 2.804 -2.853
N -4.638 4.402 -1.556
N -5.411 2.334 -1.360
H -5.387 4.714 -0.954
H -3.964 5.031 -1.969
H -6.051 2.606 -0.627
H -5.366 1.340 -1.534
C -3.829 -0.514 -3.390
O -3.350 -0.262 -2.338
N -4.656 0.327 -4.021
N -3.628 -1.655 -3.962
H -5.135 -0.116 -4.792
H -4.749 1.269 -3.671
H -4.079 -1.818 -4.851
H -3.212 -2.414 -3.441
C -0.774 -0.425 1.960
O -0.876 -0.421 0.747
N -1.726 -0.419 2.832
N 0.392 -0.397 2.569
H -1.598 -0.580 3.821
H -2.673 -0.596 2.526
H 1.166 -0.275 1.931
H 0.516 -0.588 3.553
C 1.717 2.477 2.134
O 2.428 2.402 0.921
C 3.642 3.087 0.884
C 4.673 2.867 2.075
N 5.316 1.550 2.122
C 6.157 1.438 3.299
C 6.909 0.115 3.138
O 5.969 -0.955 3.274
C 6.674 -2.194 3.446
H 0.732 2.025 2.024
H 1.566 3.514 2.435
H 2.194 1.871 2.905
H 3.349 4.137 0.874
H 4.093 2.872 -0.084
H 4.258 3.203 3.026
H 5.466 3.578 1.845
H 4.770 0.701 2.091
H 5.565 1.387 4.213
H 6.886 2.244 3.376
H 7.663 0.110 3.925
H 7.462 0.224 2.205
H 7.305 -2.469 2.600
H 5.884 -2.942 3.523
H 7.194 -2.267 4.401
C -2.260 2.700 0.577
O -1.901 1.839 -0.507
C -0.863 2.313 -1.290
C -0.571 1.312 -2.462
N -0.282 -0.070 -2.081
C -0.006 -0.873 -3.262
C 0.015 -2.380 -2.951
O -1.319 -2.880 -3.037
C -1.528 -4.241 -3.400
H -1.549 2.713 1.403
H -3.188 2.417 1.074
H -2.411 3.671 0.107
H 0.099 2.456 -0.798
H -1.170 3.279 -1.689
H 0.364 1.665 -2.899
H -1.446 1.363 -3.110
H 0.595 -0.026 -1.581
H 0.973 -0.560 -3.627
H -0.809 -0.668 -3.969
H 0.478 -2.678 -2.010
H 0.509 -2.919 -3.759
H -2.571 -4.552 -3.455
H -0.996 -4.944 -2.759
H -1.145 -4.479 -4.392
C 3.571 -1.080 1.072
C 2.453 -1.034 -0.028
O 1.933 0.212 -0.435
O 3.235 -0.524 2.304
H 4.452 -0.547 0.713
H 4.043 -2.047 1.246
H 1.683 -1.729 0.307
H 2.869 -1.511 -0.915
H 2.048 0.892 0.233
H 3.783 -1.032 2.907
*
```

Computed properties:
HOMO level in eV: -10.7
F_max in eV/Å: 6.5
Energy in Ha: -4220.77490
LUMO in eV: -2.0


# C18H52ClN3O13S2

A 6-piece molecular cluster, C18H52ClN3O13S2 overall in a non-equilibrium geometry (ωB97M-V with the def2-TZVPD basis set, the OMol25 dataset).

```
! RIJCOSX wB97M-V def2-TZVPD def2/J DEFGRID3
* xyz 2 1
C 1.734 -4.784 1.836
C 2.871 -3.869 1.417
C 2.475 -2.892 0.354
O 3.565 -2.018 0.166
C 3.441 -1.286 -1.033
N 3.432 -3.107 2.588
H 2.653 -2.655 3.077
H 3.910 -3.718 3.258
H 4.053 -2.343 2.286
H 0.874 -4.191 2.171
H 2.059 -5.503 2.588
H 1.377 -5.355 0.980
H 3.698 -4.502 1.094
H 1.597 -2.284 0.626
H 2.273 -3.458 -0.559
H 3.021 -1.910 -1.827
H 4.408 -0.937 -1.395
H 2.840 -0.368 -0.994
C 2.219 1.661 1.057
C 2.179 2.900 1.951
C 1.438 4.079 1.385
O 1.588 5.095 2.319
C 0.896 6.315 2.022
N 1.650 2.665 3.320
H 1.657 3.529 3.882
H 0.701 2.271 3.303
H 2.124 1.910 3.831
H 1.318 1.046 1.041
H 2.965 0.972 1.491
H 2.621 1.917 0.083
H 3.228 3.181 2.073
H 0.385 3.810 1.187
H 1.897 4.364 0.435
H -0.163 6.136 1.819
H 1.307 6.920 1.216
H 0.947 6.892 2.943
C -3.807 -0.073 2.144
C -2.890 -1.172 2.585
C -3.113 -2.420 1.783
O -2.393 -3.470 2.401
C -2.453 -4.703 1.663
N -1.452 -0.713 2.385
H -1.228 0.099 2.969
H -0.811 -1.392 2.813
H -1.198 -0.481 1.421
H -4.839 -0.364 2.345
H -3.745 0.099 1.068
H -3.681 0.873 2.673
H -2.929 -1.426 3.644
H -2.870 -2.300 0.715
H -4.196 -2.611 1.812
H -3.488 -5.005 1.517
H -1.943 -5.410 2.317
H -1.851 -4.644 0.756
Cl -1.241 0.807 -1.032
O -1.478 1.673 0.122
O -2.139 -0.324 -1.013
O -1.401 1.512 -2.262
O 0.113 0.269 -0.912
O -0.811 7.755 -0.088
S -0.892 6.945 -1.253
O -1.008 7.537 -2.539
O 0.458 6.061 -1.242
C 0.565 5.018 -2.221
C 2.022 4.834 -2.539
C -2.144 5.714 -1.026
H 0.059 5.255 -3.161
H 0.137 4.070 -1.888
H 2.226 3.956 -3.162
H 2.618 4.638 -1.636
H 2.528 5.659 -3.039
H -3.090 6.246 -1.005
H -1.910 5.236 -0.079
H -2.091 4.992 -1.832
O -2.058 -3.923 -1.667
S -0.821 -4.055 -2.373
O 0.379 -4.271 -1.623
O -0.944 -5.212 -3.431
C -2.230 -5.522 -4.011
C -2.484 -4.758 -5.306
C -0.513 -2.664 -3.441
H -2.999 -5.304 -3.272
H -2.319 -6.581 -4.245
H -1.551 -4.635 -5.858
H -2.907 -3.768 -5.118
H -3.194 -5.260 -5.959
H 0.197 -3.035 -4.176
H 0.006 -1.931 -2.826
H -1.430 -2.302 -3.888
*
```

Computed properties:
HOMO level in eV: -14.5
F_max in eV/Å: 1.9
Energy in Ha: -3115.08278
LUMO in eV: -6.7


# C18H52N2O7

A 7-piece molecular cluster, C18H52N2O7 overall in a non-equilibrium geometry (ωB97M-V with the def2-TZVPD basis set, the OMol25 dataset).

```
! RIJCOSX wB97M-V def2-TZVPD def2/J DEFGRID3
* xyz 0 1
C -8.068 -2.414 7.452
O -7.380 -3.565 7.510
C -6.032 -3.600 7.886
C -5.669 -5.142 8.196
C -6.615 -5.679 9.242
N -4.300 -5.293 8.690
H -9.109 -2.605 7.191
H -7.650 -1.916 6.577
H -7.920 -1.764 8.314
H -5.410 -3.155 7.109
H -5.843 -3.033 8.798
H -5.764 -5.646 7.234
H -7.649 -5.662 8.898
H -6.583 -4.976 10.075
H -6.351 -6.582 9.792
H -4.082 -4.565 9.355
H -3.674 -5.020 7.946
C -12.756 -4.850 11.898
O -13.898 -5.603 12.256
C -13.553 -6.976 12.504
C -14.773 -7.718 13.000
C -15.155 -7.227 14.450
N -14.516 -9.140 13.036
H -11.965 -5.320 11.313
H -12.284 -4.375 12.758
H -13.044 -3.956 11.345
H -13.112 -7.512 11.664
H -12.787 -7.063 13.276
H -15.624 -7.524 12.348
H -14.260 -6.851 14.946
H -15.767 -7.928 15.016
H -15.785 -6.368 14.217
H -13.698 -9.279 13.612
H -14.243 -9.473 12.122
C -1.015 -7.731 16.938
C -2.469 -7.340 16.737
O -3.146 -8.512 16.130
H -0.976 -8.658 17.510
H -0.462 -7.029 17.562
H -0.399 -7.659 16.042
H -2.636 -6.590 15.963
H -3.036 -7.176 17.654
H -4.056 -8.297 16.347
C -8.765 -10.222 14.931
C -9.982 -10.741 15.679
O -10.797 -9.709 16.164
H -8.086 -9.649 15.562
H -8.951 -9.589 14.064
H -8.227 -11.074 14.515
H -9.825 -11.407 16.528
H -10.682 -11.319 15.075
H -10.343 -9.009 16.640
C -7.416 -4.027 17.934
C -7.022 -4.752 19.267
O -7.476 -6.058 19.326
H -6.561 -4.014 17.258
H -7.547 -2.956 18.084
H -8.278 -4.403 17.382
H -7.492 -4.286 20.132
H -5.959 -4.653 19.488
H -6.930 -6.574 19.924
C -5.672 -15.055 9.726
C -6.543 -14.530 10.751
O -7.101 -13.217 10.393
H -6.260 -15.289 8.838
H -5.147 -15.929 10.111
H -5.029 -14.307 9.262
H -6.040 -14.385 11.708
H -7.383 -15.215 10.867
H -6.466 -12.563 10.093
C -11.180 -15.467 20.376
C -10.407 -14.318 20.852
O -9.585 -14.685 21.984
H -12.112 -15.601 20.925
H -10.744 -16.462 20.290
H -11.435 -15.472 19.316
H -11.091 -13.488 21.028
H -9.718 -14.115 20.032
H -10.119 -14.281 22.672
*
```

Computed properties:
Structure (SMILES): COC[C@H](C)N.COC[C@H](C)N.CCO.CCO.CCO.CCO.CCO
HOMO level in eV: -9.2
F_max in eV/Å: 3.5
Energy in Ha: -1352.98302
ΔE to the lowest compared entry with this formula, charge and spin in kcal/mol: 68.03
LUMO in eV: 0.3


# C18H52N7O4P3

A 3-piece molecular cluster, C18H52N7O4P3 overall in a non-equilibrium geometry (ωB97M-V with the def2-TZVPD basis set, the OMol25 dataset).

```
! RIJCOSX wB97M-V def2-TZVPD def2/J DEFGRID3
* xyz 0 1
C 4.676 0.031 2.798
N 3.372 -0.091 2.196
C 2.318 -0.308 3.171
P 2.866 0.132 0.571
O 2.357 1.556 0.744
N 4.105 0.543 -0.559
C 5.526 0.357 -0.375
C 3.894 1.760 -1.341
N 3.135 -1.536 0.222
C 3.793 -2.544 1.023
C 2.972 -1.942 -1.176
H 5.004 -0.925 3.234
H 4.677 0.776 3.603
H 5.452 0.343 2.105
H 1.921 -1.331 3.102
H 1.492 0.392 3.008
H 2.657 -0.157 4.197
H 5.972 1.164 0.220
H 6.037 0.348 -1.344
H 5.768 -0.604 0.081
H 4.151 2.661 -0.772
H 2.858 1.839 -1.667
H 4.504 1.742 -2.250
H 4.878 -2.407 1.047
H 3.602 -3.542 0.621
H 3.415 -2.579 2.045
H 3.929 -1.917 -1.708
H 2.277 -1.282 -1.694
H 2.558 -2.949 -1.258
C -3.060 -3.546 -3.513
N -2.255 -2.412 -3.134
C -2.385 -2.079 -1.725
P -1.081 -1.521 -4.021
O 0.097 -2.307 -3.446
N -0.840 -2.053 -5.646
C -1.740 -2.872 -6.425
C 0.533 -2.393 -6.019
N -2.327 -0.450 -4.564
C -3.762 -0.568 -4.431
C -1.937 0.548 -5.561
H -4.133 -3.306 -3.463
H -2.884 -4.401 -2.849
H -2.866 -3.907 -4.517
H -2.931 -1.134 -1.588
H -1.401 -1.975 -1.255
H -2.917 -2.850 -1.167
H -1.631 -3.938 -6.190
H -1.535 -2.753 -7.494
H -2.784 -2.581 -6.303
H 0.813 -3.395 -5.676
H 1.239 -1.675 -5.604
H 0.656 -2.355 -7.105
H -4.175 -1.333 -5.095
H -4.253 0.376 -4.681
H -4.072 -0.780 -3.409
H -2.129 0.190 -6.577
H -0.877 0.786 -5.478
H -2.478 1.487 -5.419
C 1.093 2.629 5.519
C 0.313 2.761 4.154
C -0.452 4.117 4.093
N -1.734 4.062 3.367
P -3.059 3.387 4.337
C -4.541 2.545 5.195
O -5.114 1.572 4.275
C -4.425 0.383 4.275
C -3.649 0.071 2.981
O -4.458 -0.358 5.173
H 2.157 2.450 5.310
H 0.943 3.504 6.164
H 0.669 1.745 6.025
H -0.310 1.878 3.968
H 1.067 2.772 3.349
H 0.196 4.811 3.528
H -0.534 4.572 5.107
H -1.992 5.033 3.176
H -2.317 2.185 4.523
H -3.012 4.426 5.319
H -3.927 3.624 3.218
H -4.263 2.056 6.145
H -5.318 3.317 5.326
H -3.407 1.044 2.522
H -2.704 -0.439 3.200
H -4.272 -0.472 2.259
*
```

Computed properties:
Structure (SMILES): CN(C)P(=O)(N(C)C)N(C)C.CN(C)P(=O)(N(C)C)N(C)C.CCCN[PH3]COC(C)=O
HOMO level in eV: -7.8
F_max in eV/Å: 7.6
Energy in Ha: -2425.06874
LUMO in eV: -0.5


# C18H52N8O6

A 6-piece molecular cluster, C18H52N8O6 overall in a non-equilibrium geometry (ωB97M-V with the def2-TZVPD basis set, the OMol25 dataset).

```
! RIJCOSX wB97M-V def2-TZVPD def2/J DEFGRID3
* xyz -1 2
C 7.902 1.997 17.832
O 6.806 2.079 18.349
N 8.316 1.134 17.018
N 8.913 2.687 18.030
H 7.496 0.661 16.669
H 9.176 1.116 16.488
H 9.745 2.469 17.500
H 9.006 2.912 19.010
C 5.013 -0.405 21.373
O 4.996 -1.501 21.841
N 5.454 -0.167 20.185
N 4.344 0.545 21.910
H 5.680 -0.996 19.653
H 5.811 0.719 19.858
H 4.214 1.514 21.655
H 4.061 0.198 22.815
C 10.573 -6.432 11.409
C 10.868 -5.281 12.209
C 10.395 -5.466 13.708
O 10.617 -4.266 14.501
C 9.582 -3.996 15.436
N 12.363 -5.168 12.210
H 10.899 -7.302 11.978
H 10.987 -6.659 10.427
H 9.502 -6.634 11.366
H 10.306 -4.457 11.771
H 10.839 -6.333 14.199
H 9.327 -5.649 13.589
H 9.925 -3.147 16.027
H 9.282 -4.813 16.092
H 8.611 -3.710 15.031
H 12.714 -5.746 12.960
H 12.478 -4.284 12.685
C 9.173 -0.619 20.460
C 8.893 -2.082 20.281
C 8.217 -2.441 18.936
O 6.958 -1.931 18.744
C 6.515 -1.946 17.352
N 10.128 -2.888 20.271
H 8.262 -0.057 20.253
H 10.108 -0.309 19.995
H 9.367 -0.487 21.524
H 8.201 -2.350 21.080
H 8.246 -3.508 18.713
H 8.830 -1.964 18.171
H 7.310 -1.810 16.618
H 5.790 -1.182 17.071
H 6.148 -2.965 17.229
H 10.565 -2.614 21.139
H 10.035 -3.892 20.341
C 5.970 -6.019 17.584
C 7.265 -6.958 17.757
C 7.465 -7.496 19.222
O 8.714 -7.900 19.696
C 9.669 -6.860 19.850
N 7.263 -8.109 16.926
H 5.079 -6.445 18.044
H 5.661 -5.902 16.545
H 6.243 -5.061 18.026
H 8.124 -6.383 17.411
H 6.713 -8.239 19.490
H 7.183 -6.752 19.967
H 9.186 -6.164 20.535
H 9.878 -6.308 18.933
H 10.509 -7.472 20.179
H 7.015 -7.830 15.988
H 6.434 -8.604 17.223
C 13.736 0.905 18.139
C 12.630 -0.137 18.074
C 12.753 -1.256 17.096
O 12.991 -0.547 15.943
C 13.831 -1.109 15.059
N 12.506 -0.719 19.428
H 13.534 1.762 18.783
H 13.982 1.297 17.152
H 14.670 0.435 18.447
H 11.759 0.413 17.716
H 11.829 -1.816 16.955
H 13.559 -1.900 17.447
H 13.684 -2.185 14.967
H 14.899 -0.941 15.196
H 13.698 -0.704 14.056
H 11.716 -1.348 19.406
H 12.158 -0.016 20.064
*
```

Computed properties:
HOMO level (alpha / beta) in eV: 0.3 / -6.8
F_max in eV/Å: 10.8
Energy in Ha: -1606.29458
LUMO (alpha / beta) in eV: 2.4 / 2.4